Formula: C4H12S2
Source: the OMol25 dataset
Level of theory: ωB97M-V/def2-TZVPD

Atoms and positions in Å:
1 C -0.855 -3.048 -0.485
2 S 0.716 -3.481 -0.123
3 S 1.748 -2.534 -1.882
4 H -1.041 -2.341 -1.217
5 H -1.238 -2.732 0.506
6 H -1.626 -3.865 -0.836
7 H 3.101 -2.966 -1.605
8 C 0.761 1.328 -0.302
9 C -0.628 1.657 0.337
10 C -0.518 2.506 1.622
11 H 1.256 2.310 -0.410
12 H 0.791 0.842 -1.386
13 H 1.414 0.809 0.391
14 H -1.259 0.768 0.234
15 H -1.117 2.341 -0.355
16 H -1.474 2.421 2.148
17 H 0.355 2.361 2.243
18 H -0.387 3.625 1.120

Cartesian forces (eV/Å) of the 3 atoms listed first:
-5.0 -2.0 0.9
4.4 -0.3 -1.0
1.1 -1.3 1.5

Results
E_HOMO = -8.29 eV
SMILES = CCC.CSS
Largest force on an atom = 5.44 eV/A
Gap between HOMO and LUMO = 8.21 eV

The net atomic charges from Mulliken, expressed in e, are:
1. C -0.744
2. S -0.053
3. S -0.238
4. H 0.318
5. H 0.245
6. H 0.296
7. H 0.161
8. C -0.985
9. C -0.273
10. C -0.920
11. H 0.335
12. H 0.203
13. H 0.304
14. H 0.316
15. H 0.224
16. H 0.275
17. H 0.319
18. H 0.215